1.
{
  "formula": "C17H10BaN4S2",
  "method": "wB97M-V/def2-TZVPD",
  "e_above_lowest_kcal_mol": 46.34,
  "total_charge": -2,
  "homo_lumo_gap_ha": 0.0857,
  "lumo_ev": 3.131,
  "symbols": ["Ba", "N", "C", "C", "C", "C", "C", "C", "C", "C", "C", "C", "C", "C", "N", "C", "C", "C", "C", "N", "H", "H", "H", "H", "H", "H", "H", "H", "H", "H", "S", "C", "N", "S"],
  "xyz": [[0.087, -0.129, 0.380], [2.320, -5.411, 9.495], [2.059, -4.864, 8.507], [1.732, -4.191, 7.298], [0.505, -3.508, 7.153], [0.195, -2.853, 5.993], [1.060, -2.844, 4.849], [2.293, -3.550, 5.031], [2.619, -4.179, 6.205], [0.708, -2.185, 3.637], [0.129, -0.841, 3.778], [0.202, -0.039, 4.929], [-0.397, 1.206, 4.639], [-0.815, 1.135, 3.330], [-0.506, -0.105, 2.791], [0.927, -2.908, 2.380], [1.432, -4.209, 2.214], [1.455, -4.495, 0.828], [0.947, -3.390, 0.194], [0.613, -2.414, 1.124], [-0.205, -3.521, 7.973], [-0.752, -2.334, 5.910], [3.002, -3.551, 4.214], [3.587, -4.657, 6.309], [0.678, -0.316, 5.857], [-0.502, 2.055, 5.300], [-1.329, 1.893, 2.746], [1.767, -4.866, 2.997], [1.787, -5.409, 0.355], [0.787, -3.238, -0.870], [6.307, 0.075, -0.040], [5.020, 1.022, -0.337], [4.093, 1.705, -0.531], [2.906, 2.662, -1.281]],
  "forces_ev_per_a": [[0.47, 0.05, 0.36], [0.00, -0.01, 0.01], [-0.04, 0.10, -0.16], [0.07, -0.14, 0.28], [0.00, 0.05, -0.07], [0.13, 0.18, 0.10], [0.02, 0.02, -0.03], [-0.13, -0.21, -0.02], [-0.03, 0.01, -0.09], [-0.19, -0.08, 0.01], [-0.19, 0.01, -0.07], [0.03, 0.11, 0.02], [0.02, -0.09, 0.10], [0.04, -0.18, -0.30], [-0.01, -0.18, -0.22], [0.14, 0.14, -0.06], [0.08, -0.02, -0.09], [-0.09, -0.13, 0.12], [-0.17, 0.34, 0.08], [0.13, 0.23, 0.01], [-0.01, 0.00, 0.00], [-0.01, -0.02, 0.01], [0.03, 0.03, 0.03], [0.00, -0.01, -0.02], [0.01, 0.02, 0.00], [0.00, -0.02, 0.02], [0.01, -0.02, -0.04], [-0.06, -0.05, -0.02], [0.02, 0.00, 0.02], [0.01, 0.05, 0.01], [-0.10, 0.12, -0.02], [0.14, -0.06, 0.13], [-0.20, 0.16, -0.46], [-0.13, -0.42, 0.37]]
}



2.
{
  "formula": "C17H10Br2ClNO3Yb",
  "method": "wB97M-V/def2-TZVPD",
  "e_above_lowest_kcal_mol": 1.58,
  "total_charge": 1,
  "homo_lumo_gap_ha": [0.2381, 0.2382],
  "multiplicity": 2,
  "lumo_ev": [-4.421, -4.421],
  "symbols": ["Yb", "Cl", "C", "C", "C", "C", "O", "C", "C", "O", "C", "H", "H", "H", "H", "C", "C", "C", "C", "C", "C", "Br", "C", "C", "Br", "C", "O", "C", "N", "H", "H", "H", "H", "H", "H"],
  "xyz": [[1.093, -0.272, 0.353], [0.762, -6.784, -3.289], [0.527, -5.334, -2.384], [-0.561, -5.195, -1.506], [-0.784, -4.018, -0.870], [0.136, -3.011, -0.860], [-0.043, -1.975, -0.080], [1.265, -3.111, -1.743], [2.279, -2.145, -1.873], [2.365, -1.059, -1.215], [1.408, -4.331, -2.542], [-1.305, -5.945, -1.409], [-1.712, -3.867, -0.401], [3.069, -2.331, -2.581], [2.270, -4.430, -3.307], [-0.626, 1.664, -2.116], [-0.720, 2.310, -0.696], [-1.539, 3.442, -0.456], [-1.609, 3.961, 0.763], [-0.904, 3.388, 1.903], [-0.869, 3.947, 3.214], [-1.850, 5.422, 3.703], [-0.187, 3.260, 4.128], [0.598, 2.144, 3.828], [1.577, 1.514, 5.232], [0.597, 1.554, 2.577], [1.271, 0.476, 2.322], [-0.190, 2.197, 1.614], [-0.132, 1.715, 0.322], [-1.454, 1.024, -2.285], [0.202, 1.001, -2.174], [-0.689, 2.356, -2.937], [-1.900, 3.928, -1.316], [-2.217, 4.853, 0.958], [-0.128, 3.655, 5.124]],
  "forces_ev_per_a": [[-0.30, -0.09, 0.44], [-0.20, -0.20, 0.03], [0.10, -0.86, -0.08], [0.16, 0.31, -0.80], [-0.47, -0.88, -0.06], [1.49, 1.40, -0.43], [0.24, 0.63, 0.03], [0.11, -1.43, -0.65], [-0.51, 0.38, 0.69], [-0.04, -0.24, -0.10], [1.74, 1.75, -0.53], [-0.34, -0.78, -0.11], [-0.85, 0.13, 0.99], [0.36, -0.14, -0.40], [-1.52, 0.23, 1.49], [-0.45, 0.93, 1.96], [-0.69, -0.41, -0.66], [1.51, -1.22, -1.40], [-0.05, 0.85, 3.14], [-0.72, 0.43, -1.47], [-0.75, -0.93, -2.09], [-0.52, 0.88, 0.07], [1.17, 0.06, 1.13], [-0.82, 0.28, -0.51], [0.90, -0.87, 0.76], [-0.32, 0.86, 1.71], [0.84, -1.54, -1.36], [-0.52, 1.47, -0.49], [0.52, -0.88, -0.60], [-1.20, -0.64, 0.19], [1.23, -0.27, -0.30], [0.52, 0.52, -0.10], [-0.91, 0.57, -0.73], [0.34, -0.30, -0.15], [-0.06, -0.02, 0.38]]
}